{"formula": "C30H60P2Si2V", "method": "wB97M-V/def2-TZVPD", "max_force_ev_per_a": 4.4, "orbital_gap_ev": [5.50, 6.20], "spin_multiplicity": 3, "e_tot_ev": -92096.6208, "charge": 1, "symbols": ["V", "C", "C", "C", "C", "C", "C", "H", "H", "H", "C", "H", "H", "H", "C", "H", "H", "H", "C", "H", "H", "H", "C", "H", "H", "H", "C", "C", "C", "C", "C", "C", "C", "C", "H", "H", "H", "H", "H", "H", "H", "H", "H", "H", "H", "H", "P", "C", "C", "P", "C", "C", "C", "H", "H", "H", "H", "H", "H", "H", "H", "H", "H", "H", "H", "H", "H", "C", "Si", "C", "C", "C", "Si", "C", "C", "C", "H", "H", "H", "H", "H", "H", "H", "H", "H", "H", "H", "H", "H", "H", "H", "H", "H", "H", "H"], "positions_angstrom": [[-0.189, 0.075, 1.651], [-0.277, 0.792, 3.798], [-1.604, 0.864, 3.249], [-0.977, -1.370, 3.302], [0.117, -0.585, 3.812], [-2.035, -0.479, 2.948], [0.456, 1.900, 4.472], [0.205, 2.877, 4.043], [1.541, 1.759, 4.400], [0.195, 1.933, 5.541], [1.331, -1.156, 4.440], [2.055, -0.368, 4.670], [1.790, -1.859, 3.738], [1.101, -1.697, 5.371], [-1.055, -2.846, 3.391], [-1.220, -3.170, 4.430], [-0.119, -3.303, 3.045], [-1.881, -3.236, 2.793], [-3.412, -0.902, 2.565], [-3.998, -1.129, 3.470], [-3.388, -1.811, 1.949], [-3.950, -0.119, 2.018], [-2.490, 2.056, 3.310], [-3.099, 2.033, 4.228], [-3.181, 2.091, 2.461], [-1.910, 2.985, 3.334], [1.303, 1.093, 0.469], [0.690, 2.061, 1.284], [-0.352, 3.020, 0.806], [-1.449, 2.343, -0.039], [-1.743, 0.928, 0.367], [-1.155, -0.230, -0.215], [-0.106, -0.164, -1.291], [1.050, 0.825, -0.993], [0.105, 3.829, 0.204], [-1.195, 2.413, -1.111], [-0.807, 3.528, 1.672], [0.878, 1.765, -1.544], [2.234, 0.672, 0.848], [1.284, 2.430, 2.127], [1.971, 0.406, -1.440], [0.303, -1.170, -1.481], [-1.760, -1.144, -0.202], [-0.570, 0.143, -2.249], [-2.369, 2.938, 0.086], [-2.764, 0.804, 0.740], [-0.912, 3.250, -4.047], [0.830, 3.312, -4.655], [-1.332, 5.023, -4.345], [-3.191, 1.628, -5.065], [-1.653, 2.536, -5.595], [-4.445, 2.798, -5.754], [-3.223, 0.431, -6.468], [1.222, 2.289, -4.725], [1.433, 3.878, -3.933], [0.873, 3.795, -5.640], [-1.002, 5.342, -5.342], [-0.811, 5.616, -3.580], [-2.413, 5.180, -4.238], [-3.161, 0.958, -7.428], [-4.160, -0.138, -6.414], [-2.378, -0.260, -6.367], [-0.941, 1.816, -6.034], [-1.891, 3.323, -6.332], [-5.419, 2.292, -5.708], [-4.214, 3.055, -6.796], [-4.492, 3.708, -5.143], [4.570, -3.124, 0.467], [3.563, -1.815, 1.389], [4.155, -2.024, 3.170], [4.360, -0.184, 0.867], [1.683, -1.899, 1.085], [1.120, -3.579, 0.458], [1.470, -4.942, 1.710], [-0.720, -3.609, 0.035], [1.881, -4.110, -1.198], [5.626, -3.001, 0.758], [4.511, -2.992, -0.622], [4.285, -4.154, 0.716], [5.248, -2.172, 3.171], [3.954, -1.120, 3.761], [3.703, -2.888, 3.674], [4.086, 0.641, 1.539], [4.096, 0.095, -0.163], [5.456, -0.280, 0.918], [1.316, -1.130, 0.360], [0.824, -4.908, 2.595], [1.292, -5.917, 1.231], [2.509, -4.921, 2.061], [-0.960, -2.980, -0.833], [-1.007, -4.643, -0.216], [-1.354, -3.287, 0.870], [1.773, -3.329, -1.966], [2.942, -4.383, -1.139], [1.345, -5.002, -1.558]]}